[1]
The following is a quantum chemistry calculation of a molecular structure, C5H14N4, from the OMol25 dataset.

gap between HOMO and LUMO: 8.18 eV
lowest unoccupied orbital energy: 0.69 eV
maximum force: 0.5 eV Å⁻¹

Last column: natural (NBO) charge in e.
Geometry (Å):
H -2.374 0.896 -0.721  0.38
H 2.166 -0.336 1.003  0.22
H 1.203 -0.608 -2.879  0.25
H 1.155 -1.731 0.609  0.22
C 0.308 0.280 -1.197  0.36
C -1.292 -0.526 0.267  0.48
H 0.926 -0.891 2.149  0.22
H -0.515 2.124 0.775  0.23
N 0.189 0.151 0.471  -0.36
H -0.844 -2.242 1.076  0.34
N 0.209 1.439 -1.747  -0.79
H -0.333 2.122 -1.231  0.34
H 2.303 -0.481 -1.505  0.22
H -0.113 1.243 2.237  0.22
H 1.198 1.859 1.190  0.21
C 1.278 -0.716 -1.799  -0.67
H 1.053 -1.749 -1.538  0.21
H -3.140 0.135 0.539  0.40
C 1.169 -0.762 1.095  -0.42
C 0.196 1.433 1.210  -0.42
N -2.262 0.513 0.210  -0.87
H -0.863 -0.531 -1.083  0.04
N -1.616 -1.621 0.869  -0.82

=====

[2]
The following is a quantum chemistry calculation of a molecular structure, C16H11I2N5O2Re, from the OMol25 dataset.

gap between HOMO and LUMO (alpha / beta): 5.32 / 5.30 eV
lowest unoccupied orbital energy (alpha / beta): -8.64 / -8.66 eV
charge: +2
multiplicity: 2
maximum force: 0.9 eV Å⁻¹

Last column: Mulliken spin population.
Geometry (Å):
H 4.825 -1.178 -0.881  0.00
N 0.820 -0.740 2.851  -0.02
I -3.212 -3.037 1.589  0.00
C -2.232 -0.899 -0.313  0.00
C 4.027 -0.450 -0.908  0.00
H 0.619 2.805 -1.789  0.00
C 1.565 -2.665 3.903  0.00
H 2.798 -1.498 0.513  0.00
C 1.169 -1.287 3.947  0.00
C -4.534 -1.448 -0.634  0.00
H -1.291 1.607 -2.399  0.00
H -0.292 0.180 -2.091  0.00
Re 0.213 0.068 1.004  1.02
O 0.404 0.585 2.813  -0.02
C 1.953 1.352 -0.934  0.01
C 1.176 -0.559 5.182  0.00
H -1.120 2.149 -0.075  0.01
N 1.171 0.031 6.166  0.00
C 4.098 0.676 -1.723  0.00
C -2.300 0.065 -1.320  0.02
N 1.881 -3.767 3.867  0.00
C 2.913 -0.636 -0.131  -0.01
C -4.613 -0.495 -1.639  0.00
C -3.496 0.271 -1.974  0.01
N 1.890 0.255 -0.134  0.00
H 0.957 3.033 -0.074  0.01
C -3.338 -1.649 0.047  -0.02
H 3.073 2.461 -2.370  0.00
N -0.434 1.499 -0.457  -0.02
C 0.777 2.281 -0.846  -0.04
H -3.570 1.019 -2.754  0.00
C -1.059 0.834 -1.666  0.00
H -5.405 -2.032 -0.369  0.00
I -6.407 -0.190 -2.646  0.00
C 3.044 1.584 -1.738  0.00
O -1.034 -1.069 0.333  0.02
H 4.964 0.842 -2.350  0.00

=====

[3]
The following is a quantum chemistry calculation of 3 unconnected molecules or ions with the total composition C39H75ClN5O8S, from the OMol25 dataset.

gap between HOMO and LUMO: 7.66 eV
lowest unoccupied orbital energy: -2.35 eV
charge: +1
maximum force: 0.9 eV Å⁻¹

Last column: Mulliken charge in e.
Geometry (Å):
H 7.727 -0.300 1.402  0.36
C 1.569 -0.371 -3.631  -0.52
N -9.835 3.310 -0.052  -0.29
C -5.584 -1.939 -3.440  -0.84
H -6.017 3.463 1.918  0.25
H -0.469 -4.698 1.738  0.66
H 3.530 -4.200 2.131  0.48
H -6.525 -2.342 -3.787  0.44
H -1.405 0.246 -2.910  0.66
C -4.445 -2.040 -4.229  -1.03
H -7.431 4.484 -2.027  0.27
S 0.851 -0.629 1.620  -0.19
C -1.040 -3.868 1.332  -1.82
H 7.929 1.451 1.465  0.16
C 1.896 -5.054 -1.026  0.24
O 1.113 -5.843 -0.613  -0.36
C 1.723 -3.507 1.356  -1.24
N 1.053 -2.940 0.123  1.06
H 10.023 3.412 -0.169  0.24
C 10.304 3.915 3.070  -0.80
H -5.254 0.638 -0.458  0.50
H 5.991 2.919 3.957  0.39
C -8.196 1.541 0.372  -0.65
H -7.763 3.750 1.983  0.33
H 1.266 -3.079 2.243  0.75
H -4.609 -0.744 0.382  0.37
Cl 3.387 -5.563 -1.804  -0.14
H 1.770 2.549 -1.196  0.46
H -2.754 -1.616 0.690  0.52
H 7.893 3.208 2.611  0.08
H -0.269 0.989 -0.389  0.18
C -4.394 -0.032 -0.419  -2.07
H 3.769 -3.600 0.526  0.34
H 4.015 -1.380 1.255  -0.16
H 3.154 -1.679 2.799  0.29
N -0.523 -2.383 -2.748  -0.07
H 3.529 0.548 -1.319  0.08
H -3.534 0.582 -0.170  0.15
H 2.120 1.746 -3.405  0.22
H -4.499 -2.514 -5.199  0.42
H -1.977 0.364 -1.273  0.50
C 0.557 0.779 -1.068  -2.11
H -3.148 -3.746 0.647  0.01
C -9.179 2.138 -0.609  -0.34
C -4.297 -0.757 -1.745  1.64
H 2.724 -3.111 -1.194  1.06
H -7.659 5.206 -0.415  0.15
N 7.959 3.431 3.596  -0.29
H -0.452 -1.957 -3.660  0.45
C 7.883 0.545 2.074  -0.71
C -3.135 -0.898 -2.515  -0.50
H -10.717 5.165 -2.817  0.36
C 1.746 1.650 -0.578  -1.24
H 8.047 0.748 4.623  0.42
C 3.176 1.116 -0.464  -0.84
C -0.723 -1.403 -1.685  0.80
H -9.939 1.386 -0.843  0.38
C -9.942 4.714 -2.194  -0.46
H -1.066 -3.104 2.109  0.47
C 3.243 -3.388 1.457  -1.45
H 9.461 3.700 5.018  0.38
H -9.135 3.921 0.347  0.09
H 8.838 0.411 2.588  0.34
H -2.854 -4.662 2.104  0.60
H 3.302 0.530 0.448  0.01
H 9.627 2.194 4.101  0.16
C 9.339 3.253 4.028  -0.20
C 0.703 -0.746 -1.270  0.20
C -1.333 -2.214 -0.528  -2.55
C -2.449 -4.436 1.114  -0.44
H 1.493 2.020 0.417  0.56
H 3.851 1.964 -0.347  0.55
H -9.426 3.975 -2.820  0.33
H 11.309 3.863 3.498  0.40
H -8.630 2.356 -1.537  0.18
H 10.052 4.970 2.931  0.40
H -2.389 -1.580 -4.416  0.40
H -1.319 -7.121 -0.148  0.36
H 2.486 1.028 -4.975  0.49
O -3.348 -5.964 -0.486  -0.58
C 3.830 -2.098 2.056  0.55
H -11.127 4.874 -0.438  0.37
C 2.458 0.838 -3.901  -1.36
C 1.747 -3.555 -1.064  -1.89
C 6.980 2.639 4.329  -0.83
O 10.337 3.236 1.821  -0.35
H 2.331 -1.285 -0.022  0.63
H 5.764 -3.049 2.038  0.38
C -5.497 -1.293 -2.222  -0.75
H -7.085 2.241 2.636  0.36
H 0.530 -0.079 -3.795  0.30
C -10.641 4.074 -1.000  -0.71
C -2.491 -5.715 0.313  0.42
C -6.993 2.986 1.840  -0.86
O -1.487 -6.560 0.623  -0.43
H 8.702 4.068 0.817  0.29
C -7.752 5.382 -1.492  -0.52
H 0.209 1.191 -2.013  0.76
H -7.084 6.202 -1.753  0.32
O -1.862 -1.349 0.452  -0.50
H 5.068 -2.924 3.635  0.44
O -9.060 5.767 -1.858  -0.42
H -1.296 -3.035 -2.790  0.48
H 1.181 -3.305 -1.971  0.76
H 6.319 0.714 4.933  0.37
H -2.155 -2.772 -0.986  1.55
H 5.760 -1.472 2.840  -0.01
H -0.381 -0.201 1.335  0.23
H 2.597 -1.260 -2.047  0.52
H -6.395 -1.178 -1.627  0.44
C 1.251 -1.401 0.048  -0.32
H -8.681 1.326 1.328  0.47
H 3.489 0.643 -3.601  0.30
H 10.232 4.961 0.667  0.35
C 9.790 3.963 0.740  -0.71
C 5.192 -2.387 2.694  -1.24
H 1.459 -4.559 1.405  1.00
C 7.081 1.120 4.261  -0.57
N 1.676 -0.985 -2.326  0.16
C -3.252 -1.517 -3.765  -0.31
C -1.798 -0.338 -2.075  -0.74
H -11.437 3.424 -1.376  0.40
H 1.775 -1.121 -4.402  0.57
H 7.016 2.935 5.382  0.42
H -7.830 0.594 -0.040  0.28
O 6.797 0.570 2.985  -0.35
C -0.434 -3.336 0.035  1.01
O -7.065 2.385 0.561  -0.25
H -0.513 -4.129 -0.704  0.26

=====

[4]
The following is a quantum chemistry calculation of 4 unconnected molecules or ions with the total composition C3H15N2O3, from the OMol25 dataset.

gap between HOMO and LUMO: 9.06 eV
lowest unoccupied orbital energy: -2.83 eV
charge: +1
maximum force: 2.7 eV Å⁻¹

Last column: natural (NBO) charge in e.
Geometry (Å):
H -0.588 2.183 -0.498  0.39
C 0.301 0.173 0.629  -0.03
H 1.905 -1.025 1.211  0.43
C 0.576 0.553 -0.630  0.05
H -1.613 0.396 1.782  0.23
H 1.247 0.091 -1.333  0.22
H -0.675 -3.203 -0.400  0.53
H -0.800 1.822 1.376  0.23
N 0.892 -1.037 1.135  -0.72
H 0.169 1.947 -2.103  0.41
H 1.399 4.435 -1.856  0.46
O 2.167 4.236 -1.306  -0.93
H 0.420 -4.035 0.352  0.50
H 0.604 -1.293 2.098  0.43
H -2.405 -3.108 -2.025  0.50
H 1.883 4.599 -0.450  0.47
H -2.731 -2.195 -0.749  0.50
O -0.182 -3.288 0.459  -0.95
H 0.475 -1.955 0.600  0.47
C -0.599 0.796 1.626  -0.67
H -0.278 0.892 2.649  0.24
N -0.138 1.567 -1.233  -0.79
O -2.029 -2.548 -1.333  -0.97

=====

[5]
The following is a quantum chemistry calculation of C25H23NO6 in the gas phase, from the OMol25 dataset.

gap between HOMO and LUMO: 8.31 eV
lowest unoccupied orbital energy: 0.11 eV
SMILES: CCOc1ccccc1NC(=O)COC(=O)c1cccc(-c2ccc(OC(C)=O)cc2)c1
maximum force: 0.7 eV Å⁻¹

Last column: natural (NBO) charge in e.
Geometry (Å):
H -2.811 -3.740 -1.958  0.22
C -2.549 -2.740 -1.646  -0.21
H 0.631 0.676 -5.992  0.23
C -2.758 -0.918 -0.100  -0.10
H -1.192 -2.439 -3.268  0.22
O 2.415 2.253 -5.060  -0.50
C -1.292 -0.707 -2.008  0.03
H -3.806 -2.767 0.101  0.24
O -2.016 1.310 4.943  -0.60
N -0.910 0.304 3.212  -0.63
H -3.154 2.394 2.708  0.22
C -0.324 0.074 -2.792  -0.08
C 1.000 -1.097 2.959  0.26
C -3.108 -2.206 -0.501  -0.17
H -0.085 0.469 5.766  0.25
H 5.472 3.254 -5.567  0.24
C -0.305 0.003 -4.184  -0.18
H 2.306 -0.518 -0.360  0.22
C 2.519 -1.436 0.179  -0.64
C 2.102 -1.746 3.489  -0.28
O -2.800 0.809 1.486  -0.52
C 4.399 3.284 -5.732  -0.71
H 3.285 -2.108 5.226  0.21
O 4.227 1.913 -3.759  -0.58
H 1.903 -0.680 6.693  0.22
H 3.230 -1.213 0.970  0.21
C -3.057 1.309 2.786  -0.17
C 1.528 1.626 -2.877  -0.18
H -1.617 0.832 -0.550  0.23
C 1.233 -2.030 0.746  -0.06
H 4.042 4.305 -5.618  0.24
O -4.099 -0.991 1.870  -0.57
C 1.542 1.528 -4.261  0.26
C -1.646 -2.002 -2.391  -0.20
C 3.709 2.409 -4.720  0.80
H -1.031 -0.607 -4.701  0.22
H -0.974 0.115 2.219  0.43
C -3.315 -0.401 1.171  0.77
C 0.207 -0.294 3.803  0.17
H 2.970 -2.145 -0.511  0.22
C 0.616 0.724 -4.915  -0.24
C 1.649 -0.797 5.651  -0.22
H 1.427 -3.000 1.218  0.18
C 2.422 -1.594 4.831  -0.21
C -1.932 0.974 3.783  0.66
O 0.573 -1.170 1.655  -0.52
C 0.538 -0.146 5.139  -0.24
H 0.507 -2.178 -0.060  0.20
H -3.990 0.889 3.178  0.24
C 0.598 0.902 -2.156  -0.21
H 2.240 2.255 -2.369  0.23
H 2.721 -2.380 2.874  0.22
C -1.860 -0.174 -0.856  -0.21
H 4.159 2.950 -6.737  0.24
H 0.597 0.972 -1.079  0.22

=====

[6]
The following is a quantum chemistry calculation of a molecular structure, C8H13ClF2N2O7P2S2, from the OMol25 dataset.

gap between HOMO and LUMO: 6.77 eV
lowest unoccupied orbital energy: -2.20 eV
maximum force: 2.0 eV Å⁻¹

Last column: natural (NBO) charge in e.
Geometry (Å):
H 1.511 -3.311 -2.056  0.23
C -0.502 1.178 0.215  0.11
H -1.033 -3.006 0.514  0.04
H -3.283 -1.023 -3.158  0.53
O -3.787 -3.201 -2.190  -0.98
O 1.752 4.691 4.097  -0.93
H 1.921 -0.644 -3.339  0.23
H 3.678 -1.297 -1.183  0.22
C 1.279 -1.305 -2.769  -0.20
O 2.107 2.797 5.602  -0.93
H 1.767 1.251 -2.266  0.24
N -0.225 3.314 4.925  -1.21
C -0.352 -0.936 -0.841  0.00
P -1.027 -2.643 -0.847  0.14
H -3.896 -4.014 -1.678  0.52
H 0.780 2.721 -0.537  0.27
P -3.098 -2.091 -1.295  2.11
F 1.488 2.448 3.339  -0.54
H -1.580 -0.445 0.729  0.46
S 1.316 3.433 4.605  2.51
O -3.772 -1.744 -0.043  -1.08
C 2.145 -2.445 -2.212  -0.42
O -1.146 2.732 2.634  -1.01
N -0.868 -0.097 0.095  -0.43
H 2.861 -2.714 -2.986  0.23
S -1.178 3.672 3.722  2.53
O -1.295 5.049 3.384  -0.92
C 1.009 0.881 -1.594  -0.09
H 2.324 -1.796 -0.124  0.20
C 2.945 -2.070 -0.972  -0.62
H 3.492 -2.956 -0.662  0.23
H -0.955 1.749 1.004  0.31
F -2.558 3.350 4.426  -0.50
C 0.452 1.700 -0.635  -0.21
Cl 0.074 -1.931 -3.936  -0.03
O -2.962 -0.840 -2.264  -0.99
C 0.618 -0.455 -1.706  -0.06